Record 1
This record from the OMol25 dataset describes a structure of composition C23H24Br2N4OS6SiYb. The level of theory is ωB97M-V/def2-TZVPD.

The HOMO-LUMO gap (spin up / spin down) comes out at 6.348 / 6.350 eV. The total charge is -1. The value obtained for the total energy is -10170.83202 Ha. The HOMO energy (spin up / spin down) comes out at -4.24 / -4.24 eV. Its multiplicity is 2. Its energy above the lowest of the compared OMol25 structures with the same formula, charge and spin is 0.0 kcal per mole. The value obtained for the LUMO energy (spin up / spin down) is 2.1080 / 2.1077 eV.

Geometry (Å):
Yb -0.4703 0.5724 0.6254
C 2.1498 0.6807 3.4063
C 2.2471 -0.6016 2.6365
C 3.1212 -1.6209 3.0742
C 3.2455 -2.7682 2.3545
C 2.4831 -2.9460 1.1789
C 2.5207 -4.0999 0.3685
Br 3.7145 -5.5241 0.7796
C 1.7129 -4.2285 -0.7245
C 0.8441 -3.1887 -1.0540
Br -0.2727 -3.3477 -2.5787
C 0.7427 -2.0120 -0.3222
O -0.0865 -1.0605 -0.6556
C 1.6007 -1.8983 0.8258
N 1.5120 -0.7473 1.5552
H 3.1288 1.1617 3.4614
H 1.8086 0.4911 4.4259
H 1.4546 1.3656 2.9261
H 3.6779 -1.4795 3.9909
H 3.9132 -3.5542 2.6789
H 1.7348 -5.1234 -1.3292
S -1.1856 -0.1551 8.0427
C -1.2443 0.0222 6.4072
S -1.4444 -1.2915 5.2978
C -1.3965 -0.3693 3.7983
C -1.2430 0.9660 3.9434
S -1.1340 2.1659 2.6871
S -1.1037 1.5443 5.5991
S -1.5541 -1.2527 2.3141
C -2.6788 0.3646 -3.4412
Si -2.9330 1.2244 -1.7581
C -4.3854 2.4241 -2.0102
C -3.4784 -0.0466 -0.4681
N -1.4946 1.8673 -1.0676
C -0.9669 3.0906 -1.3915
C 0.0273 3.6764 -0.5758
C 0.6046 4.8916 -0.8826
C 0.2214 5.5976 -2.0199
C -0.7731 5.0607 -2.8276
C -1.3517 3.8393 -2.5268
H -3.6372 0.2096 -3.9427
H -2.2051 -0.6130 -3.3179
H -2.0574 0.9694 -4.1085
H -5.3352 1.8975 -1.8943
H -4.3800 2.8715 -3.0073
H -4.3649 3.2388 -1.2829
H -4.5009 -0.3914 -0.6350
H -3.4492 0.3999 0.5297
H -2.8364 -0.9334 -0.4770
H 0.3360 3.1541 0.3266
H 1.3613 5.3013 -0.2232
H 0.6678 6.5556 -2.2534
H -1.1062 5.6023 -3.7065
H -2.1296 3.4426 -3.1707
N 1.8454 2.6073 -3.0437
C 1.5934 1.4535 -2.3977
N 0.9569 0.4956 -3.0662
S 2.2326 1.2053 -0.8476
H 1.2638 2.8696 -3.8244
H 2.1426 3.3700 -2.4592
H 0.4570 0.7072 -3.9149
H 0.6268 -0.3023 -2.5269

Forces on the atoms, in the same order (eV/Å):
0.0 0.6 0.0
0.1 -0.1 -0.1
-0.2 0.2 -0.2
0.1 -0.2 0.0
0.0 0.1 0.1
-0.2 0.2 0.0
0.0 -0.2 -0.1
0.0 0.0 0.0
0.1 0.0 0.1
-0.2 0.4 0.0
0.1 -0.1 0.0
0.0 -0.4 -0.2
0.1 -0.5 -0.2
0.1 -0.2 0.0
-0.1 0.1 0.0
0.0 0.0 0.0
0.0 0.0 0.0
0.0 0.1 0.1
0.0 0.0 0.0
0.0 0.0 0.0
0.0 0.0 0.0
0.0 0.0 0.3
0.0 0.0 -0.4
0.1 0.3 0.0
0.0 0.1 0.2
0.1 -0.1 0.3
0.1 0.2 -0.3
0.0 -0.3 -0.1
-0.2 -0.1 -0.2
0.0 0.1 0.3
-0.4 -0.4 0.1
0.3 0.1 0.0
0.1 0.1 -0.4
0.2 -0.2 0.4
0.1 0.1 0.0
-0.2 0.0 0.0
0.0 0.0 0.0
0.0 0.1 -0.1
0.1 0.0 0.0
0.0 -0.2 0.0
0.0 0.0 0.0
0.1 0.0 0.0
0.0 0.0 0.0
0.0 -0.1 0.0
0.0 0.0 0.0
0.0 0.0 0.0
0.0 0.0 0.0
0.0 -0.1 0.0
0.0 0.0 0.1
0.0 0.2 0.0
0.0 0.0 0.0
0.0 0.0 0.0
0.0 0.0 0.0
0.0 0.0 0.0
-0.1 0.0 -0.1
0.5 0.2 0.0
-0.4 -0.3 0.1
-0.2 -0.1 0.2
0.0 0.0 0.0
0.0 0.1 0.1
0.0 0.0 0.0
0.0 0.1 0.0

=====

Record 2
This record from the OMol25 dataset describes a structure of composition C23H24Cl2N5O4RuSeSi. The level of theory is ωB97M-V/def2-TZVPD.

The HOMO-LUMO gap (spin up / spin down) comes out at 7.094 / 6.705 eV. The value obtained for the total energy is -5172.00310 Ha. The HOMO energy (spin up / spin down) comes out at -7.42 / -7.52 eV. Its multiplicity is 2. Its energy above the lowest of the compared OMol25 structures with the same formula, charge and spin is 0.0 kcal per mole. The value obtained for the LUMO energy (spin up / spin down) is -0.3208 / -0.8203 eV.

Geometry (Å):
Ru 0.4639 0.0977 0.0719
Cl -2.6085 -2.5323 -5.4200
C -2.2982 -1.9989 -3.8015
C -1.0317 -1.5188 -3.4960
C -0.7532 -1.0802 -2.2109
N 0.4898 -0.5703 -1.7841
C 1.6612 -0.6892 -2.4250
O 1.9177 -1.2879 -3.4667
C 2.7756 0.0002 -1.6574
C 4.0437 0.0819 -2.2024
C 5.0389 0.7257 -1.4854
C 4.7313 1.2634 -0.2465
C 3.4419 1.1308 0.2373
N 2.4839 0.5094 -0.4467
C -1.7586 -1.1316 -1.2129
C -3.0169 -1.6222 -1.5330
C -3.2829 -2.0500 -2.8267
Cl -4.8670 -2.6495 -3.1862
N -1.3674 -0.6802 0.0572
C -2.0193 -0.8868 1.2120
O -3.1089 -1.4133 1.4010
C -1.2253 -0.3471 2.3871
C -1.7396 -0.4473 3.6667
C -1.0123 0.0735 4.7232
C 0.2093 0.6754 4.4655
C 0.6643 0.7254 3.1606
N -0.0328 0.2271 2.1405
H -0.2680 -1.4885 -4.2567
H 4.2062 -0.3542 -3.1781
H 6.0391 0.8124 -1.8891
H 5.4735 1.7792 0.3456
H 3.1561 1.5317 1.1993
H -3.7823 -1.6744 -0.7753
H -2.7019 -0.9239 3.7892
H -1.3933 0.0154 5.7343
H 0.8085 1.0998 5.2582
H 1.6138 1.1785 2.9119
C -2.2092 4.7624 -0.3312
Si -2.0338 3.0354 0.3722
C -3.4451 1.9664 -0.2253
C -2.0550 3.1513 2.2417
Se 0.0046 2.3728 -0.4485
H -3.1351 5.2251 0.0198
H -2.2351 4.7388 -1.4220
H -1.3739 5.3963 -0.0279
H -4.3884 2.5077 -0.1109
H -3.5269 1.0355 0.3379
H -3.3273 1.7135 -1.2803
H -3.0089 3.5779 2.5654
H -1.2541 3.8006 2.6000
H -1.9508 2.1780 2.7222
N 1.8035 -3.8673 -1.0982
C 2.9128 -3.4730 -0.2342
C 2.4746 -2.3517 0.7109
O 3.1912 -1.7704 1.4702
O 1.1570 -2.0726 0.5836
H 1.6561 -4.8649 -1.1273
H 1.8871 -3.5165 -2.0473
H 0.8720 -2.7171 -0.1334
H 3.7825 -3.1039 -0.7801
H 3.2514 -4.3052 0.3821

Forces on the atoms, in the same order (eV/Å):
0.0 0.0 0.1
0.0 0.0 0.0
0.0 0.0 0.0
0.0 0.0 0.0
0.0 0.0 0.0
0.0 0.0 -0.2
0.1 -0.1 0.1
0.0 0.0 0.0
0.0 0.0 0.0
0.0 0.0 0.0
0.0 0.0 0.0
0.0 0.0 0.0
0.0 0.0 0.0
0.0 0.0 0.0
0.0 0.0 0.0
0.0 0.0 0.0
0.0 0.0 0.0
0.0 0.0 0.0
0.0 0.0 0.0
0.0 0.0 0.0
0.0 0.0 0.0
0.0 0.0 0.0
0.0 0.0 0.0
0.0 0.0 0.0
0.0 0.0 0.0
0.0 0.0 0.0
0.0 0.0 -0.1
0.0 0.0 0.0
0.0 0.0 0.0
0.0 0.0 0.0
0.0 0.0 0.0
0.0 0.0 0.0
0.0 0.0 0.0
0.0 0.0 0.0
0.0 0.0 0.0
0.0 0.0 0.0
0.0 0.0 0.0
0.0 0.0 0.0
0.0 0.0 0.0
0.0 0.0 0.0
0.0 0.0 0.0
0.0 0.0 0.0
0.0 0.0 0.0
0.0 0.0 0.0
0.0 0.0 0.0
0.0 0.0 0.0
0.0 0.0 0.0
0.0 0.0 0.0
0.0 0.0 0.0
0.0 0.0 0.0
0.0 0.0 0.0
0.0 0.1 0.0
0.0 0.0 -0.1
0.1 -0.1 0.0
0.0 0.0 0.0
0.1 -0.1 0.0
0.0 0.0 0.0
0.0 0.0 0.0
-0.2 0.1 0.0
0.0 0.0 0.0
0.0 0.0 0.0

=====

Record 3
This record from the OMol25 dataset describes a structure of composition C23H24CsO2Te at a distorted geometry. The level of theory is ωB97M-V/def2-TZVPD.

The HOMO-LUMO gap comes out at 5.507 eV. The total charge is -1. The value obtained for the total energy is -1329.54620 Ha. The HOMO energy comes out at -3.36 eV. Its energy above the lowest of the compared OMol25 structures with the same formula, charge and spin is 9.9 kcal per mole. The value obtained for the LUMO energy is 2.1444 eV.

Geometry (Å):
Cs -1.1082 -0.2665 -0.0627
C -0.4701 -0.7223 -5.1378
C 0.6153 -0.2919 -4.3929
C 1.3554 -1.2037 -3.6594
C 1.0078 -2.5427 -3.6663
C -0.0773 -2.9744 -4.4136
C -0.8148 -2.0625 -5.1507
H -1.0484 -0.0121 -5.7123
H 0.8878 0.7509 -4.3687
H 2.1962 -0.8598 -3.0785
H 1.5817 -3.2530 -3.0866
H -0.3484 -4.0214 -4.4200
H -1.6609 -2.3999 -5.7356
C -2.0745 -2.5528 3.9997
C -1.9421 -2.5224 2.4798
O -1.1514 -1.7173 1.9851
C -2.7768 -3.4263 1.7352
C -3.3581 -4.5370 2.3655
C -4.1499 -5.4300 1.6945
C -4.3892 -5.2338 0.3292
C -3.8502 -4.1686 -0.3249
C -3.0263 -3.1922 0.3276
O -2.6065 -2.1869 -0.2934
H -1.5018 -1.7261 4.4106
H -1.6762 -3.4823 4.3973
H -3.1190 -2.4656 4.2898
H -3.1505 -4.7235 3.4108
H -4.5659 -6.2880 2.2081
H -5.0110 -5.9433 -0.2038
H -4.0157 -4.0288 -1.3845
C 3.0769 6.1214 2.9108
C 2.7021 5.0236 1.9549
C 2.0570 5.2990 0.7605
C 1.7457 4.2945 -0.1401
C 1.0527 4.6635 -1.4173
C 2.0712 2.9611 0.1314
Te 1.7860 1.4857 -1.3295
C 2.6990 2.6773 1.3511
C 3.0678 1.2706 1.7149
C 3.0105 3.6985 2.2325
H 2.6545 7.0738 2.5929
H 4.1617 6.2333 2.9659
H 2.7120 5.9023 3.9151
H 1.8171 6.3277 0.5112
H 0.6588 5.6784 -1.3804
H 0.2311 3.9749 -1.6235
H 1.7490 4.5987 -2.2524
H 2.1713 0.6599 1.8647
H 3.6660 1.2544 2.6259
H 3.6405 0.8170 0.9065
H 3.5183 3.4684 3.1635

Forces on the atoms, in the same order (eV/Å):
1.0 2.5 -1.2
0.0 0.1 -0.1
0.0 0.1 -0.1
0.1 0.0 0.0
0.0 -0.2 0.0
0.0 -0.1 0.0
-0.1 -0.2 -0.1
0.0 0.1 0.0
0.0 0.2 0.0
0.1 0.0 0.1
0.0 0.0 0.0
0.0 0.0 0.0
0.0 0.0 0.0
0.2 0.2 -0.2
0.2 0.1 0.7
-0.2 -1.0 1.3
-0.1 0.0 -0.7
-0.1 -0.1 0.1
-0.1 -0.3 0.4
0.0 0.0 -0.1
0.0 -0.1 -0.3
-0.3 -0.5 0.4
-0.9 -1.0 -0.4
0.0 0.0 0.0
0.0 -0.1 0.1
-0.1 -0.1 0.1
0.0 0.0 0.1
0.0 0.0 0.0
0.0 0.0 -0.1
0.0 0.1 -0.1
0.0 -0.1 0.0
0.0 0.1 0.0
0.2 0.1 0.3
-0.4 0.0 -0.3
-0.1 0.1 0.0
0.2 0.2 0.0
0.2 -0.2 -0.4
0.1 -0.3 0.1
0.1 0.0 0.1
0.0 0.3 0.1
0.0 0.1 0.0
0.0 0.0 0.1
0.0 0.1 0.1
-0.1 0.0 0.0
0.0 0.1 0.1
0.1 0.0 -0.1
0.0 -0.1 -0.2
0.1 0.0 -0.1
0.0 0.0 0.1
0.0 -0.1 0.0
0.0 -0.1 0.1

=====

Record 4
This record from the OMol25 dataset describes an isolated molecule of C23H24F3N3O8 at a distorted geometry. The level of theory is ωB97M-V/def2-TZVPD.

The HOMO-LUMO gap comes out at 7.798 eV. The value obtained for the total energy is -1956.56409 Ha. The HOMO energy comes out at -8.55 eV. Its energy above the lowest of the compared OMol25 structures with the same formula, charge and spin is 0.0 kcal per mole. The SMILES is COCCOc1ccc(C(F)(F)F)cc1NC(=O)COC(=O)c1cc([N+](=O)[O-])ccc1N1CCOCC1. The value obtained for the LUMO energy is -0.7493 eV.

Geometry (Å):
C 3.9660 -3.9904 4.2245
O 2.7940 -3.3264 3.8269
C 3.0467 -2.1622 3.0722
C 1.7198 -1.4916 2.6998
O 1.3544 -1.6572 1.3415
C 0.9270 -2.8669 0.8791
C 0.7682 -4.0115 1.6428
C 0.3132 -5.1829 1.0590
C 0.0204 -5.2121 -0.2938
C -0.4874 -6.4635 -0.9465
F -1.7808 -6.3600 -1.3120
F 0.1886 -6.7757 -2.0652
F -0.4138 -7.5424 -0.1509
C 0.1743 -4.0750 -1.0808
C 0.6249 -2.9032 -0.5008
N 0.8066 -1.7146 -1.2094
C 0.6826 -1.4922 -2.5379
O 0.4098 -2.3134 -3.3791
C 0.9739 -0.0321 -2.9209
O 0.7896 0.8901 -1.8555
C -0.4643 1.3530 -1.6781
O -1.3941 1.0168 -2.3676
C -0.5651 2.2651 -0.5145
C 0.2310 2.0162 0.5894
C -0.0008 2.6771 1.7893
N 0.8292 2.4270 2.9139
O 1.7830 1.6779 2.7639
O 0.5489 2.9658 3.9677
C -1.0773 3.5629 1.9028
C -1.8594 3.8315 0.8133
C -1.5996 3.2428 -0.4453
N -2.2888 3.6197 -1.5448
C -1.7128 3.7173 -2.8666
C -1.8095 5.1801 -3.3377
O -3.1247 5.6726 -3.3010
C -3.6563 5.5950 -2.0002
C -3.6374 4.1424 -1.5122
H 3.6516 -4.8554 4.8041
H 4.5472 -4.3228 3.3558
H 4.5963 -3.3420 4.8446
H 3.6578 -1.4655 3.6629
H 3.6027 -2.4121 2.1553
H 1.8152 -0.4092 2.8111
H 0.9341 -1.8600 3.3670
H 1.0201 -4.0070 2.6902
H 0.1949 -6.0696 1.6610
H -0.0473 -4.0995 -2.1353
H 1.0945 -0.9391 -0.6241
H 0.3264 0.2251 -3.7651
H 2.0216 0.0516 -3.2203
H 1.0211 1.2827 0.5415
H -1.2565 4.0439 2.8522
H -2.6576 4.5492 0.9117
H -0.6607 3.4368 -2.8464
H -2.2469 3.0570 -3.5577
H -1.4809 5.2615 -4.3745
H -1.1596 5.8020 -2.7007
H -4.6781 5.9717 -2.0618
H -3.0727 6.2289 -1.3141
H -4.0667 4.0523 -0.5170
H -4.2366 3.5398 -2.2057

Forces on the atoms, in the same order (eV/Å):
0.1 0.0 0.0
-0.2 0.1 0.1
-0.1 0.1 -0.1
0.4 0.1 0.4
-0.2 -0.1 -0.5
-0.1 -0.2 -0.2
0.1 0.3 0.1
-0.1 -0.1 -0.4
0.0 -0.1 0.2
-0.1 -0.2 -0.1
-0.1 0.2 0.0
0.2 0.1 -0.1
0.1 0.0 0.3
0.0 -0.1 0.1
0.0 -0.3 0.1
0.1 0.3 0.5
0.1 0.6 0.1
0.0 -0.2 -0.3
-0.2 -0.3 -0.6
0.3 0.2 0.2
-0.4 -0.2 -0.1
0.3 0.0 0.1
-0.2 0.2 0.1
0.1 0.2 0.4
-0.9 0.2 -1.1
0.4 -0.2 0.7
0.1 0.1 0.0
0.0 0.0 0.1
0.3 -0.2 0.1
-0.1 -0.1 -0.1
0.3 -0.2 0.3
-0.1 0.0 -0.1
0.0 0.4 -0.4
0.3 -0.3 0.0
-0.1 0.0 -0.1
-0.2 -0.2 0.2
-0.2 0.5 -0.1
0.1 0.0 0.0
0.0 0.0 0.0
0.0 0.0 0.0
0.0 0.0 0.0
0.0 0.1 0.1
-0.1 -0.3 0.0
0.0 0.0 0.0
0.0 0.0 0.1
0.0 -0.1 0.0
0.0 0.0 0.0
-0.1 -0.1 -0.2
0.2 -0.1 0.2
-0.1 0.0 0.1
0.0 0.0 0.0
0.0 0.0 0.0
0.0 0.1 0.0
-0.1 0.0 -0.1
0.1 0.0 0.0
0.1 0.0 0.1
0.0 0.0 -0.1
0.0 0.0 0.1
-0.1 0.0 0.0
0.0 0.0 0.0
0.0 0.0 0.1